No. 1
C9H12N3O | ωB97M-V with the def2-TZVPD basis set

```
25
Properties=species:S:1:pos:R:3
C -0.7828 -0.5465 2.0533
C -0.1322 0.6319 1.7524
C -0.6865 1.6217 0.8332
C -0.8443 1.6841 -0.4897
C -0.8151 0.5000 -1.3975
N -2.2003 0.1150 -1.7132
C -0.0490 -0.7683 -0.8624
N -0.7855 -1.8628 -0.8557
C 1.2595 -0.7351 -0.2979
C 2.1933 0.2949 -0.0325
C 3.3180 -0.3673 0.3452
O 2.9952 -1.6622 0.3964
N 1.7823 -1.8771 0.0133
H -0.2694 -1.0287 2.7530
H -1.8970 -0.7744 1.8802
H 0.7631 0.9284 2.1624
H -1.0143 2.6270 1.2586
H -1.2475 2.5925 -0.8198
H -0.4567 0.8697 -2.3537
H -2.7566 0.2816 -0.9090
H -2.4737 0.3777 -2.6178
H -0.4472 -2.6787 -0.3726
H -1.7682 -1.5688 -1.1869
H 1.9999 1.3142 -0.2045
H 4.3148 0.0312 0.6654
```

Its SMILES is C=C/C=C\[C@H](N)C(=[NH2+])c1ccon1. The energy above the lowest of the compared OMol25 structures with the same formula, charge and spin comes out at 114.3 kcal per mole. Its total charge is +1. Its HOMO energy is -13.15 eV. The LUMO energy is -4.8 eV.



No. 2
C3H3N3 | ωB97M-V with the def2-TZVPD basis set

```
9
Properties=species:S:1:pos:R:3
C -1.7939 -0.6217 0.0520
N -0.5429 -0.3839 -0.4760
N -0.1504 0.9463 -0.2319
C 1.0308 1.0822 -0.1068
C 1.8323 -0.1988 -0.2229
N 2.5543 -1.0524 0.0018
H -1.9680 -1.7993 -0.0840
H -2.5926 0.0784 0.5997
H 1.6303 1.9492 0.4681
```

Its SMILES is C=N/N=C\C#N. The energy above the lowest of the compared OMol25 structures with the same formula, charge and spin comes out at 89.4 kcal per mole. Its HOMO energy is -10.36 eV. The LUMO energy is -0.3 eV.



No. 3
C5H36NO14 | ωB97M-V with the def2-TZVPD basis set

```
56
Properties=species:S:1:pos:R:3
C -3.3494 2.0784 -0.8213
C -2.5066 0.9060 -0.2993
C -3.1135 -0.0255 0.7624
C -1.9291 -0.3508 1.8432
O -1.3514 -1.5149 1.3537
N -2.1720 -0.0682 -1.4435
C -1.0876 0.3701 -2.3348
O -0.9499 1.7386 -2.4063
H -3.0475 2.3910 -1.8182
H -4.4144 1.9167 -0.8087
H -3.0707 3.1045 -0.4315
H -1.5448 1.3207 -0.0294
H -4.0507 0.3464 1.3254
H -3.4106 -1.0815 0.5578
H -1.2367 0.5003 1.8102
H -2.3871 -0.4200 2.8353
H -0.9310 -1.2908 0.4908
H -3.0315 -0.3167 -1.8787
H -0.1383 -0.1512 -2.0428
H -1.1782 -0.3364 -3.2508
H -0.1660 1.9069 -1.6422
H 1.2874 1.9552 -1.6907
O 0.8722 2.4254 -0.9240
H 3.3530 0.6953 3.8845
H 1.8901 0.9832 3.5887
O 2.4733 0.5199 4.2322
H -2.5366 -3.3246 1.3026
H -3.2407 -3.4405 2.5237
O -3.3615 -3.7255 1.5999
H 0.9420 -2.5984 -2.7073
H 1.5452 -1.9842 -3.9870
O 1.7402 -2.5566 -3.2361
H 1.3266 0.9425 -0.1622
H 2.1671 0.8320 1.0545
O 2.0316 0.3473 0.2298
H 2.1733 3.0001 2.1414
H 0.7581 2.3706 2.1323
O 1.5515 2.4159 2.6905
H 4.5720 -0.6393 -0.4261
H 3.5735 -1.2955 -1.4372
O 4.4849 -0.9818 -1.3272
H 2.7222 2.5885 -1.1726
H 4.0242 2.1575 -1.8805
O 3.5145 2.9522 -1.6131
H 0.1199 -2.9137 1.9327
H 0.7838 -4.1067 1.3519
O 0.6379 -3.6897 2.2152
H 3.0785 4.1214 0.1352
H 1.5758 3.8282 0.3923
O 2.3672 4.2351 0.7767
H -1.6950 -2.3438 -1.1480
H -2.0751 -3.3799 -0.0780
O -1.5032 -3.2498 -0.8533
H 1.7583 -1.9349 0.0406
H 1.0085 -2.5921 -1.1454
O 1.1465 -2.6371 -0.2076
```

The energy above the lowest of the compared OMol25 structures with the same formula, charge and spin comes out at 94.2 kcal per mole. Its total charge is -1. Its HOMO energy is -6.44 eV. The LUMO energy is 2.5 eV.



No. 4
C4H10NO2P | ωB97M-V with the def2-TZVPD basis set

```
18
Properties=species:S:1:pos:R:3
C -1.4669 0.9908 -1.4349
P -1.4686 0.0587 0.1104
O -2.7689 -0.3986 0.5687
N -0.4229 0.8255 1.1607
C 0.9502 0.5896 0.8826
C 1.4279 -0.8427 0.7112
C 0.7353 -1.3557 -0.5502
O -0.6679 -1.3023 -0.2453
H -1.9318 0.3055 -2.1151
H -2.0182 1.8754 -1.3434
H -0.4946 1.3145 -1.7219
H -0.7481 1.0541 2.1284
H 1.5803 1.0405 1.7292
H 1.3685 1.3178 0.0511
H 2.5768 -0.9216 0.7250
H 1.2357 -1.4630 1.6888
H 1.1184 -0.7617 -1.4312
H 0.9951 -2.3267 -0.9141
```

Its SMILES is C[P@]1(=O)NCCCO1. The energy above the lowest of the compared OMol25 structures with the same formula, charge and spin comes out at 11.3 kcal per mole. Its HOMO energy is -9.88 eV. The LUMO energy is 0.8 eV.



No. 5
C46H48As2FN4O4W | ωB97M-V with the def2-TZVPD basis set

```
106
Properties=species:S:1:pos:R:3
W 0.7201 -1.5972 -2.1640
F -0.8227 1.3455 3.8127
C -0.9692 1.8987 2.5976
C -0.6344 1.1545 1.5151
C -0.8006 1.6601 0.2182
C -0.3750 0.9235 -0.9507
O 0.2448 -0.1901 -0.8068
C -0.5876 1.5283 -2.1959
C -1.2355 2.7453 -2.2565
N -1.6658 3.4056 -1.1924
C -2.4593 4.6233 -1.3909
C -3.6006 4.5680 -2.3581
C -3.8712 4.6354 -0.8884
C -1.3955 2.9199 0.0814
C -1.6985 3.6932 1.2138
C -1.4845 3.2210 2.4907
N -1.7477 4.0447 3.5982
C -1.2601 3.6932 4.9397
C -1.4690 4.8946 5.8767
N -1.5289 6.1466 5.0495
C -2.7898 6.1661 4.2244
C -3.0264 4.7548 3.6686
C -0.1939 0.9296 -3.5167
O -0.1252 1.5681 -4.5251
O 0.0546 -0.3843 -3.4729
H -0.2887 0.1436 1.6698
H -1.4332 3.1975 -3.2209
H -1.8716 5.5300 -1.3406
H -3.7984 3.6305 -2.8615
H -3.7779 5.4459 -2.9624
H -4.2323 3.7366 -0.4041
H -4.2553 5.5577 -0.4738
H -2.0959 4.6882 1.0760
H -0.2022 3.4511 4.8748
H -1.7765 2.8357 5.3731
H -0.6567 4.9801 6.5933
H -2.4072 4.8366 6.4240
H -0.7263 6.1522 4.4179
H -1.4708 6.9819 5.6334
H -2.6557 6.9095 3.4421
H -3.6055 6.4807 4.8714
H -3.4802 4.8308 2.6861
H -3.7268 4.2054 4.3056
C 0.4141 -2.6780 1.2504
C 1.6751 -1.7907 1.2467
As 2.6618 -1.8497 -0.4478
C 3.4344 -0.0447 -0.4518
C 4.3040 0.3251 0.5702
C 4.8380 1.6044 0.6234
C 4.5128 2.5378 -0.3517
C 3.6570 2.1758 -1.3828
C 3.1243 0.8929 -1.4292
C 4.1789 -2.9513 -0.1430
C 4.6282 -3.7340 -1.2036
C 5.7264 -4.5654 -1.0353
C 6.3705 -4.6152 0.1927
C 5.9148 -3.8395 1.2511
C 4.8135 -3.0103 1.0918
As -0.4125 -3.1765 -0.4618
C -1.9646 -1.9837 -0.7465
C -2.6881 -1.4423 0.3131
C -3.6709 -0.4883 0.0997
C -3.9543 -0.0571 -1.1914
C -3.2844 -0.6251 -2.2613
C -2.2919 -1.5801 -2.0509
C -1.2643 -4.7920 0.0450
C -2.6292 -4.9654 -0.1457
C -3.1993 -6.1920 0.1735
C -2.4091 -7.2346 0.6346
C -1.0376 -7.0651 0.7797
C -0.4559 -5.8470 0.4679
H -0.3682 -2.3219 1.9216
H 0.7040 -3.6583 1.6303
H 2.3274 -2.1340 2.0462
H 1.4787 -0.7388 1.4139
H 4.5901 -0.3866 1.3320
H 5.5233 1.8648 1.4198
H 4.9417 3.5309 -0.3211
H 3.4149 2.8823 -2.1670
H 2.5005 0.6411 -2.2794
H 4.1252 -3.6968 -2.1625
H 6.0730 -5.1774 -1.8576
H 7.2259 -5.2634 0.3296
H 6.4132 -3.8845 2.2106
H 4.4690 -2.4338 1.9391
H -2.5160 -1.8070 1.3203
H -4.2324 -0.0996 0.9409
H -4.7336 0.6756 -1.3647
H -3.5539 -0.3574 -3.2761
H -1.8873 -2.1032 -2.9074
H -3.2508 -4.1667 -0.5213
H -4.2645 -6.3334 0.0467
H -2.8604 -8.1902 0.8668
H -0.4208 -7.8859 1.1207
H 0.6170 -5.7290 0.5582
N 3.0497 -1.6125 -5.4818
C 2.1796 -1.9918 -4.5831
O 2.3812 -1.7036 -3.3586
C 0.9751 -2.8263 -4.8811
C 0.4355 -3.3314 -3.5161
H 3.8811 -1.1081 -5.2092
H 2.9190 -1.8387 -6.4558
H 1.2503 -3.6262 -5.5734
H 0.2439 -2.2032 -5.3996
H 1.0972 -4.1429 -3.2038
H -0.5370 -3.7927 -3.6862
```

The energy above the lowest of the compared OMol25 structures with the same formula, charge and spin comes out at 41.3 kcal per mole. Its total charge is +3. As for the spin multiplicity: 3. Its HOMO energy (spin up / spin down) is -14.18 / -15.12 eV. The LUMO energy (spin up / spin down) is -7.5 / -7.6 eV. Its expectation value of S² is 2.02.



No. 6
C3H33N2O13S2 | ωB97M-V with the def2-TZVPD basis set

```
53
Properties=species:S:1:pos:R:3
S 1.4236 -1.8922 -2.8218
S -0.3840 -1.7584 -1.9308
C -0.7057 0.0712 -1.9850
C -0.2415 0.8239 -0.7432
C -1.3909 1.3449 0.1752
N -2.0771 0.3837 0.8333
O -1.4769 2.5266 0.4498
N 0.6019 1.9995 -1.1418
H 2.3737 -1.6632 -1.8615
H -0.4918 0.4893 -2.9450
H -1.8000 0.1036 -2.0787
H 0.2638 0.1383 -0.0631
H -2.3328 -0.4526 0.3346
H -2.6072 0.5544 1.6722
H 0.4535 2.7658 -0.4626
H 1.5594 1.7332 -0.9258
H 0.3649 2.3150 -2.1209
H -2.1599 -0.5749 -4.9755
H -0.6135 -0.2778 -4.8053
O -1.5048 0.0314 -4.6189
H 3.4091 2.9881 1.1435
H 3.5941 2.8422 -0.3683
O 4.0172 2.6564 0.4742
H -1.4736 -1.9314 2.0601
H -2.3162 -2.9827 1.2273
O -1.8049 -2.1681 1.1873
H 2.4776 -5.0278 2.4250
H 1.8598 -3.8666 1.8061
O 1.8698 -4.3157 2.6625
H 3.6879 -1.4384 0.5044
H 3.7486 -0.0874 0.0051
O 3.2320 -0.8927 -0.1525
H -1.1369 -5.0491 2.8415
H -0.8420 -3.9267 1.7148
O -1.4940 -4.4457 2.1890
H -1.5049 4.6261 -1.9056
H -0.9950 5.6804 -1.0506
O -0.7273 5.1981 -1.8471
H -1.4234 -0.5345 4.1220
H -2.3581 0.4856 4.6904
O -1.7499 0.3640 3.9475
H -0.1782 1.9929 4.3074
H -1.1692 2.1042 3.2753
O -0.3180 2.5138 3.5070
H -0.0827 -2.5952 5.0420
H -0.1435 -3.3491 3.7587
O -0.5028 -2.5491 4.1765
H 0.6636 2.0861 2.1584
H 1.9672 1.2089 1.7409
O 1.2546 1.7731 1.4360
H 0.2092 3.6884 -4.0731
H 0.4319 2.2438 -4.3852
O 0.3442 2.8415 -3.6304
```

The energy above the lowest of the compared OMol25 structures with the same formula, charge and spin comes out at 25.7 kcal per mole. Its total charge is +1. Its HOMO energy is -11.81 eV. The LUMO energy is -2.5 eV.



Which value of energy above the lowest of the compared OMol25 structures with the same formula, charge and spin does entry 1 give? 114.3 kcal per mole



The lowest energy above the lowest of the compared OMol25 structures with the same formula, charge and spin belongs to which entry? C4H10NO2P



Which value of energy above the lowest of the compared OMol25 structures with the same formula, charge and spin does entry 3 give? 94.2 kcal per mole



Which value of energy above the lowest of the compared OMol25 structures with the same formula, charge and spin does entry 2 give? 89.4 kcal per mole